Here is an isolated molecule of C6H13NO3 from the Open Molecules 2025 dataset. Energies are from ωB97M-V/def2-TZVPD.

Last column: natural (NBO) charge in e.
CARTESIAN COORDINATES (ANGSTROEM)
1 C 0.36 0.55 0.23  0.0323
2 C -0.84 -0.23 0.34  0.4324
3 C 0.34 1.96 -0.30  -0.6450
4 C -1.95 0.06 -0.62  -0.6965
5 C -1.18 -0.97 1.59  -0.6827
6 C 1.03 -0.52 -1.14  0.7887
7 N 2.32 -0.97 -0.73  -0.8902
8 O 1.23 0.40 1.36  -0.7459
9 O 0.00 -1.70 -0.75  -0.7631
10 O 0.82 -0.07 -2.26  -0.7019
11 H 1.27 1.23 1.84  0.4785
12 H 0.51 -2.37 -0.28  0.4830
13 H 2.53 -0.76 0.23  0.3950
14 H 3.02 -0.60 -1.36  0.3886
15 H -0.17 2.00 -1.26  0.2517
16 H 1.36 2.30 -0.46  0.2297
17 H -0.16 2.65 0.40  0.1957
18 H -1.55 0.20 -1.63  0.2755
19 H -2.68 -0.75 -0.63  0.2281
20 H -2.45 0.98 -0.31  0.2336
21 H -1.71 -0.28 2.25  0.2361
22 H -0.29 -1.31 2.11  0.2466
23 H -1.84 -1.81 1.38  0.2299

For the HOMO energy, the calculation gives -8.1 eV. Its energy above the lowest of the compared OMol25 structures with the same formula, charge and spin is 328.9 kJ/mol. Its LUMO energy is 0.455 eV. The value obtained for the frontier orbital gap is 8.6 eV.

Here is a 2-piece molecular cluster, C6H13NO4 overall from the Open Molecules 2025 dataset. Energies are from ωB97M-V/def2-TZVPD.

Last column: natural (NBO) charge in e.
CARTESIAN COORDINATES (ANGSTROEM)
1 C 1.12 -0.90 -1.52  -0.6218
2 C 1.01 -0.44 0.02  -0.1170
3 C 1.06 -1.61 0.91  -0.6559
4 C 2.19 0.61 0.24  -0.6002
5 C -0.30 0.32 0.16  0.8233
6 O -0.77 0.77 1.41  -0.7044
7 O -0.37 1.29 -0.70  -0.7113
8 N -1.59 -0.77 -0.32  -0.7036
9 C -2.60 -1.35 -0.50  0.7998
10 O -3.70 -1.76 -0.78  -0.6103
11 H 0.24 -1.53 -1.65  0.2307
12 H 0.95 0.02 -2.15  0.2387
13 H 2.02 -1.66 -1.70  0.2208
14 H 1.52 -1.25 1.79  0.2134
15 H 0.19 -2.25 1.11  0.2393
16 H 1.74 -2.42 0.59  0.2299
17 H 3.04 0.06 -0.14  0.2177
18 H 1.93 1.38 -0.44  0.2283
19 H 2.26 1.03 1.31  0.2140
20 H -0.75 -0.03 1.96  0.4878
21 H -1.26 1.86 -0.62  0.5342
22 O -2.43 2.86 0.01  -0.9375
23 H -2.83 2.15 0.45  0.4848
24 H -2.68 3.63 0.56  0.4993

For the HOMO energy, the calculation gives -9.7 eV. The SMILES is CC(C)(C)C(O)(O)N=C=O.O. Its energy above the lowest of the compared OMol25 structures with the same formula, charge and spin is 125.5 kJ/mol. Its LUMO energy is 0.292 eV. The value obtained for the frontier orbital gap is 9.9 eV.

Here is a 2-piece molecular cluster, C6H13NO4 overall from the Open Molecules 2025 dataset. Energies are from ωB97M-V/def2-TZVPD.

Last column: natural (NBO) charge in e.
CARTESIAN COORDINATES (ANGSTROEM)
1 C 2.43 -0.08 -0.68  -0.7031
2 C 0.95 0.06 -0.98  -0.0683
3 C -0.21 -0.94 0.75  0.1952
4 C -1.31 0.10 0.92  0.0239
5 C -1.23 1.21 -0.11  0.0782
6 C 0.30 1.45 -0.49  0.0487
7 H 2.74 -0.54 0.36  0.2368
8 H 2.61 -0.94 -1.27  0.2748
9 H 2.86 0.87 -0.90  0.2396
10 H 0.88 0.03 -2.03  0.2120
11 H -0.64 -1.24 -1.15  0.3861
12 H 0.57 -0.72 1.43  0.1786
13 H -0.11 -2.77 0.77  0.4877
14 H -1.13 0.44 1.94  0.1895
15 H -2.25 -1.46 1.10  0.4940
16 H -1.66 2.14 0.32  0.1764
17 H -2.84 0.45 -0.84  0.5020
18 H 0.19 2.14 -1.40  0.1882
19 H 2.12 1.09 0.81  0.4217
20 N 0.25 -1.23 -0.54  -0.6559
21 O -0.62 -2.19 1.38  -0.7401
22 O -2.64 -0.56 0.99  -0.7467
23 O -1.97 0.74 -1.15  -0.7402
24 O 0.74 1.94 0.78  -0.6793

For the HOMO energy, the calculation gives -9.7 eV. Its energy above the lowest of the compared OMol25 structures with the same formula, charge and spin is 507.0 kJ/mol. Its LUMO energy is -0.408 eV. The value obtained for the frontier orbital gap is 9.3 eV.

Here is a 2-piece molecular cluster, C6H13NO4P overall from the Open Molecules 2025 dataset. Energies are from ωB97M-V/def2-TZVPD.

Last column: natural (NBO) charge in e.
CARTESIAN COORDINATES (ANGSTROEM)
1 C -0.29 2.10 2.53  0.3796
2 C -0.89 -0.54 -2.82  -0.6150
3 C 2.19 -0.05 -1.05  -0.6359
4 C -0.84 -0.99 -1.33  -0.2150
5 C 1.15 -0.32 0.07  -0.2524
6 C -0.07 0.73 2.70  -0.3912
7 N -0.26 -0.04 -0.45  -0.6399
8 O -0.97 -0.16 3.49  -0.7895
9 O -2.29 0.29 1.21  -1.1742
10 O 0.57 2.90 2.22  -0.6127
11 O -1.09 -1.93 1.48  -1.1256
12 P -1.23 -0.50 1.81  2.3793
13 H -1.43 2.34 2.63  0.1149
14 H 0.15 -0.49 -3.28  0.1814
15 H -1.48 -1.15 -3.43  0.1950
16 H -1.38 0.41 -2.78  0.1911
17 H 2.77 -0.95 -1.24  0.1904
18 H 1.75 0.17 -1.93  0.2023
19 H 2.93 0.66 -0.81  0.2029
20 H -0.20 -1.85 -1.44  0.1852
21 H -1.84 -1.05 -0.98  0.2200
22 H 1.19 0.43 0.82  0.2211
23 H 1.01 -1.38 0.48  0.2370
24 H 1.04 0.47 2.83  0.1837
25 H -0.48 0.88 -0.72  0.3675

For the HOMO energy, the calculation gives -4.8 eV. Its energy above the lowest of the compared OMol25 structures with the same formula, charge and spin is 332.3 kJ/mol. Its net charge is -1. Its LUMO energy is 3.466 eV. The value obtained for the frontier orbital gap is 8.2 eV.

Here is a 2-piece molecular cluster, C6H13NO5 overall from the Open Molecules 2025 dataset. Energies are from ωB97M-V/def2-TZVPD.

Last column: natural (NBO) charge in e.
CARTESIAN COORDINATES (ANGSTROEM)
1 C 1.79 0.69 -0.87  -0.4369
2 C 1.50 0.16 0.29  0.3665
3 O 0.75 0.65 1.34  -0.5149
4 C -0.65 0.43 1.18  -0.0944
5 C -1.11 -1.09 1.25  -0.1110
6 O -0.80 -1.69 -0.03  -0.5516
7 C -1.65 -1.50 -1.09  -0.0574
8 C -1.57 -0.20 -2.03  -0.6509
9 N 2.01 -1.28 0.58  0.5017
10 O 1.75 -1.78 1.66  -0.3522
11 O 2.59 -1.85 -0.34  -0.3753
12 H 2.50 0.11 -1.53  0.2612
13 H 1.70 1.68 -1.20  0.2292
14 H -1.16 1.04 1.94  0.2034
15 H -0.97 0.83 0.11  0.1858
16 H -2.14 -1.23 1.46  0.1827
17 H -0.53 -1.68 2.00  0.2294
18 H -1.36 -2.41 -1.76  0.1850
19 H -2.64 -1.76 -0.76  0.1596
20 H -2.28 0.47 -1.66  0.2043
21 H -0.51 0.05 -1.82  0.2161
22 H -1.61 -0.44 -3.03  0.2195
23 O 1.62 3.85 1.26  -0.9474
24 H 1.43 3.88 2.20  0.4773
25 H 1.34 3.06 0.86  0.4702

For the HOMO energy, the calculation gives -9.9 eV. The SMILES is C=C(OCCOCC)[N+](=O)[O-].O. Its energy above the lowest of the compared OMol25 structures with the same formula, charge and spin is 520.7 kJ/mol. Its LUMO energy is -0.304 eV. The value obtained for the frontier orbital gap is 9.6 eV.

Here is a 2-piece molecular cluster, C6H13O overall from the Open Molecules 2025 dataset. Energies are from ωB97M-V/def2-TZVPD.

Last column: Löwdin spin population.
CARTESIAN COORDINATES (ANGSTROEM)
1 C -2.94 -0.33 0.22  0.0000
2 C -1.77 0.55 0.59  0.0009
3 C -0.46 0.00 0.01  0.0033
4 C 0.80 0.89 0.30  0.0095
5 C 2.05 0.26 -0.24  0.0395
6 C 2.83 -0.51 0.54  0.1542
7 H -3.89 0.02 0.60  0.0000
8 H -3.07 -0.37 -0.86  0.0000
9 H -2.82 -1.33 0.62  0.0000
10 H -1.83 1.55 0.15  0.0000
11 H -1.64 0.59 1.69  0.0004
12 H -0.30 -1.01 0.43  0.0004
13 H -0.50 -0.20 -1.07  0.0053
14 H 0.59 1.91 -0.05  -0.0011
15 H 0.96 0.82 1.39  0.0036
16 H 2.42 0.59 -1.21  0.0119
17 H 3.80 -0.87 0.16  0.0050
18 H 2.56 -0.69 1.59  0.0083
19 O 1.55 -0.63 -2.03  0.7432
20 H 1.66 -1.23 -2.81  0.0158

For the HOMO energy (alpha / beta), the calculation gives -9.2 / -9.0 eV. Its energy above the lowest of the compared OMol25 structures with the same formula, charge and spin is 195.9 kJ/mol. Its LUMO energy (alpha / beta) is 0.991 / -1.906 eV. The value obtained for the frontier orbital gap (alpha / beta) is 10.2 / 7.1 eV. Its spin multiplicity is 2. Its expectation value of S² is 0.762.

Here is a 2-piece molecular cluster, C6H13O2 overall from the Open Molecules 2025 dataset. Energies are from ωB97M-V/def2-TZVPD.

Last column: natural (NBO) charge in e.
CARTESIAN COORDINATES (ANGSTROEM)
1 C -0.19 -0.94 3.03  -0.7360
2 C 0.04 -1.29 1.48  0.7979
3 O -1.04 -1.30 0.85  -0.7911
4 O 1.20 -1.39 1.06  -0.7845
5 H 0.57 -1.15 3.56  0.1784
6 H -1.14 -1.30 3.35  0.1929
7 H -0.14 0.10 3.04  0.1944
8 C -0.25 1.00 -1.33  -0.2338
9 C -0.67 2.38 -1.91  -0.6045
10 C -0.19 -0.11 -2.35  -0.6174
11 C 1.09 1.10 -0.51  -0.6673
12 H -1.19 0.73 -0.62  0.2290
13 H -1.60 2.37 -2.61  0.1850
14 H 0.77 -0.10 -2.98  0.1751
15 H -0.10 -1.12 -1.84  0.2524
16 H -1.03 -0.09 -3.09  0.1861
17 H 1.05 1.89 0.17  0.1856
18 H 1.43 -0.04 -0.11  0.3059
19 H 0.15 2.89 -2.41  0.1846
20 H -1.00 3.07 -1.10  0.1947
21 H 1.92 1.37 -1.10  0.1727

For the HOMO energy, the calculation gives -4.1 eV. Its energy above the lowest of the compared OMol25 structures with the same formula, charge and spin is 179.7 kJ/mol. Its net charge is -1. Its LUMO energy is 3.829 eV. The value obtained for the frontier orbital gap is 7.9 eV.

Here is a 2-piece molecular cluster, C6H13O2PS2 overall from the Open Molecules 2025 dataset. Energies are from ωB97M-V/def2-TZVPD.

Last column: natural (NBO) charge in e.
CARTESIAN COORDINATES (ANGSTROEM)
1 C 0.39 4.37 2.81  0.7099
2 C 1.27 3.65 2.20  -0.7736
3 C 2.31 -3.67 -0.70  -0.6347
4 C -3.19 0.32 -1.59  -0.6194
5 C 1.66 -2.70 0.21  -0.5176
6 C -2.02 1.23 -1.22  -0.4521
7 O -0.46 4.94 3.42  -0.4774
8 O 1.95 0.22 0.53  -1.0763
9 P 0.84 0.17 -0.45  1.1194
10 S 0.41 -1.88 -0.79  -0.1768
11 S -1.51 0.80 0.57  0.0058
12 H 1.06 2.75 1.63  0.2767
13 H -2.16 -0.37 0.52  0.1435
14 H 2.27 3.91 2.37  0.2621
15 H 2.58 -3.28 -1.68  0.2182
16 H 3.15 -4.35 -0.36  0.2221
17 H 1.61 -4.49 -1.00  0.2067
18 H -3.24 0.34 -2.75  0.2232
19 H -2.97 -0.71 -1.25  0.2130
20 H -4.06 0.71 -1.16  0.2172
21 H 2.32 -2.02 0.68  0.2505
22 H 1.12 -3.25 0.96  0.2152
23 H -2.25 2.29 -1.22  0.2290
24 H -1.10 1.01 -1.75  0.2156

For the HOMO energy, the calculation gives -8.6 eV. Its energy above the lowest of the compared OMol25 structures with the same formula, charge and spin is 239.0 kJ/mol. Its LUMO energy is 0.371 eV. The value obtained for the frontier orbital gap is 9.0 eV.

Here is C6H13O3PS3 as an isolated structure from the Open Molecules 2025 dataset. Energies are from ωB97M-V/def2-TZVPD.

Last column: natural (NBO) charge in e.
CARTESIAN COORDINATES (ANGSTROEM)
1 C 4.08 0.58 -0.27  -0.6116
2 C 3.04 -0.43 0.09  -0.3807
3 C 1.66 0.11 -0.11  -0.4275
4 C 0.48 -0.49 0.59  -0.4045
5 C -0.78 0.11 0.08  -0.3590
6 C -2.10 -0.63 0.28  -0.6241
7 O -3.92 -0.17 -1.89  -1.1803
8 O -3.32 1.77 -0.43  -1.0908
9 O -4.65 -0.13 0.64  -1.1682
10 P -3.63 0.19 -0.43  2.3763
11 S -0.75 1.95 0.33  -0.5993
12 S -2.47 -0.82 2.06  -0.2418
13 S -1.98 -2.28 -0.57  -0.1484
14 H 3.59 1.50 -0.01  0.2178
15 H 5.08 0.46 0.08  0.1867
16 H 4.33 0.65 -1.34  0.1823
17 H 3.23 -0.68 1.15  0.1821
18 H 3.23 -1.43 -0.45  0.1694
19 H 1.69 1.16 0.28  0.2330
20 H 1.55 0.37 -1.15  0.1958
21 H 0.40 -1.57 0.47  0.1996
22 H 0.71 -0.25 1.73  0.1905
23 H -0.63 0.15 -0.97  0.2063
24 H -2.31 2.02 -0.45  0.4476
25 H -3.79 -0.36 1.84  0.2698
26 H -2.73 -1.79 -1.53  0.1792

For the HOMO energy, the calculation gives -0.3 eV. Its energy above the lowest of the compared OMol25 structures with the same formula, charge and spin is 0.0 kJ/mol. Its net charge is -2. Its LUMO energy is 5.180 eV. The value obtained for the frontier orbital gap is 5.5 eV.

Here is a 2-piece molecular cluster, C6H13OS overall from the Open Molecules 2025 dataset. Energies are from ωB97M-V/def2-TZVPD.

Last column: natural (NBO) charge in e.
CARTESIAN COORDINATES (ANGSTROEM)
1 O -2.31 0.87 1.83  -0.5140
2 C -2.29 1.77 1.03  0.4472
3 C -1.56 1.67 -0.28  -0.5196
4 C -2.34 0.77 -1.25  -0.5934
5 H -2.86 2.70 1.23  0.0890
6 H -0.60 1.21 -0.07  0.2545
7 H -1.40 2.65 -0.73  0.2000
8 H -2.36 -0.25 -0.87  0.2268
9 H -1.88 0.76 -2.23  0.2146
10 H -3.37 1.10 -1.36  0.1918
11 C 0.79 -1.19 0.94  -0.6282
12 C 1.98 -0.56 0.22  -0.4040
13 C 2.87 -1.59 -0.49  -0.5196
14 S 3.75 -2.71 0.64  -0.7285
15 H 0.19 -1.75 0.21  0.1800
16 H 0.16 -0.47 1.45  0.1877
17 H 1.18 -1.93 1.63  0.2412
18 H 1.62 0.18 -0.51  0.1512
19 H 2.62 -0.02 0.92  0.1931
20 H 3.58 -1.04 -1.11  0.1696
21 H 2.24 -2.16 -1.18  0.1604

For the HOMO energy, the calculation gives -2.1 eV. Its energy above the lowest of the compared OMol25 structures with the same formula, charge and spin is 31.3 kJ/mol. Its net charge is -1. Its LUMO energy is 2.883 eV. The value obtained for the frontier orbital gap is 5.0 eV.

Here is a 2-piece molecular cluster, C6H13P overall from the Open Molecules 2025 dataset. Energies are from ωB97M-V/def2-TZVPD.

Last column: Löwdin spin population.
CARTESIAN COORDINATES (ANGSTROEM)
1 C 0.14 -1.56 1.71  0.0020
2 C 3.50 1.21 -0.51  1.6783
3 C -0.42 -0.94 0.67  0.0125
4 C -1.69 -1.59 0.08  0.0032
5 C -0.13 0.25 -1.82  0.0003
6 C -0.82 1.87 0.52  0.0071
7 P 0.39 0.52 -0.02  0.0676
8 H 0.98 -1.09 2.12  0.0004
9 H -0.27 -2.34 2.17  0.0001
10 H 4.03 0.10 -0.33  0.1061
11 H 4.03 1.84 0.37  0.1184
12 H -1.85 -2.65 0.15  0.0006
13 H -2.61 -1.02 0.27  0.0001
14 H -1.62 -1.56 -0.96  0.0002
15 H 0.56 0.73 -2.45  0.0011
16 H -0.06 -0.77 -1.95  -0.0001
17 H -1.04 0.64 -2.01  0.0001
18 H -0.76 2.64 -0.29  0.0000
19 H -1.85 1.43 0.78  0.0016
20 H -0.52 2.29 1.50  0.0004

For the HOMO energy (alpha / beta), the calculation gives -7.8 / -8.6 eV. Its energy above the lowest of the compared OMol25 structures with the same formula, charge and spin is 198.7 kJ/mol. Its LUMO energy (alpha / beta) is 0.992 / -0.968 eV. The value obtained for the frontier orbital gap (alpha / beta) is 8.8 / 7.6 eV. Its spin multiplicity is 3. Its expectation value of S² is 2.007.

Calculated values (eV Å⁻¹) of max |F| for the records, taken in order: 0.433 3.217 6.014 4.737 5.133 3.364 7.344 4.519 2.963 0.464 6.005.